Below is a molecular structure, C47H37Br2IN4O2SSiTi at a distorted geometry, with properties calculated with wB97M-V/def2-TZVPD.

The geometry in XYZ format:
```
96
C47H37Br2IN4O2SSiTi wB97M-V/def2-TZVPD
Ti 0.99642 1.15801 0.34277
Br 2.16509 2.00801 6.83351
C 1.83363 1.71143 4.99791
C 0.50695 1.54666 4.55898
C 0.30448 1.32811 3.23060
N 1.33203 1.27284 2.33508
C 2.61567 1.42507 2.76921
C 2.88418 1.64836 4.12782
C 3.59472 1.21659 1.74806
C 4.98228 1.26788 1.96035
C 5.81120 0.86507 0.95757
Br 7.68202 0.86987 1.21392
C 5.28634 0.41551 -0.26797
C 3.93395 0.45857 -0.42598
N 3.07694 0.88632 0.52987
H -0.33256 1.59027 5.23623
H -0.70158 1.19213 2.83960
H 3.90045 1.75176 4.47962
H 5.37825 1.58161 2.91515
H 5.92478 0.04920 -1.05779
H 3.48150 0.13385 -1.35308
I -6.10336 4.89506 -2.78158
C -4.44236 4.02668 -1.85688
C -3.58765 4.82401 -1.10881
C -2.51000 4.23326 -0.46801
C -2.30174 2.86717 -0.57689
C -3.15821 2.08013 -1.33905
C -4.24067 2.65911 -1.98258
C -1.14877 2.25352 0.11333
O -0.31281 2.88771 0.79593
O -0.83821 1.01646 -0.20496
H -3.77179 5.88437 -1.00849
H -1.84803 4.81818 0.15760
H -2.99336 1.01177 -1.38965
H -4.92953 2.05016 -2.55164
C -0.48373 -3.49626 -3.77003
C -1.25335 -3.61677 -2.61962
C -0.84706 -3.00617 -1.43869
C 0.33212 -2.25631 -1.37865
C 1.07108 -2.12056 -2.55971
C 0.68169 -2.74280 -3.73800
Si 0.89466 -1.43766 0.22611
C 2.55575 -2.25052 0.67062
C 3.27242 -3.08869 -0.18723
C 4.53836 -3.56412 0.14858
C 5.11724 -3.21578 1.35924
C 4.41513 -2.40063 2.24105
C 3.15614 -1.93024 1.89650
C -0.30669 -1.99466 1.57974
C -1.56507 -1.39193 1.72136
C -2.44811 -1.78049 2.72284
C -2.09296 -2.79446 3.60175
C -0.85322 -3.41208 3.47838
C 0.02802 -3.01242 2.48292
H -0.79841 -3.97350 -4.69057
H -2.17077 -4.19307 -2.63800
H -1.45065 -3.12616 -0.54603
H 1.96863 -1.50566 -2.57138
H 1.27782 -2.61989 -4.63515
H 2.83649 -3.38225 -1.13472
H 5.07092 -4.21073 -0.53918
H 6.10533 -3.57757 1.61888
H 4.85157 -2.13092 3.19656
H 2.61833 -1.30290 2.60241
H -1.87119 -0.58143 1.07095
H -3.39332 -1.25719 2.81128
H -2.77496 -3.09459 4.38939
H -0.56908 -4.20399 4.16231
H 0.98791 -3.50780 2.40254
C 1.54455 2.31418 -1.40597
C 1.58146 1.58660 -2.71556
C 0.40383 1.09791 -3.29211
C 0.41321 0.46109 -4.52238
C 1.60490 0.27078 -5.21057
C 2.78712 0.73825 -4.65209
C 2.77146 1.39102 -3.42437
H 0.74166 3.05104 -1.43212
H 2.47870 2.84704 -1.22775
H -0.53153 1.22189 -2.75904
H -0.51737 0.09115 -4.93710
H 1.61231 -0.23410 -6.16922
H 3.72570 0.60907 -5.17965
H 3.69653 1.78503 -3.01511
C -5.63185 -1.50445 -0.37475
C -5.61834 -0.10706 0.19094
C -6.63153 0.80017 -0.09570
C -6.49980 2.05134 0.48181
N -5.47920 2.41080 1.24547
C -4.50370 1.48581 1.45365
S -3.10905 1.91503 2.37056
N -4.58331 0.21597 0.95355
H -6.59636 -1.98863 -0.21122
H -4.84354 -2.09369 0.09024
H -5.45611 -1.47914 -1.45359
H -7.47211 0.54489 -0.72824
H -7.25897 2.81350 0.31422
```

Computed properties:
E_HOMO (spin up / spin down): -4.065 / -4.307 eV
Molar mass: 1084.6 g mol⁻¹
Relative energy (zero: lowest compared OMol25 entry of this formula, charge and spin): 0.0 kcal per mole
Total charge: -1
Multiplicity: 2
Orbital gap (spin up / spin down): 5.86 / 5.48 eV